Record 1
{
  "formula": "H2INO2S",
  "method": "the ωB97M-V functional and the def2-TZVPD basis",
  "elements": ["N", "O", "O", "S", "I", "H", "H"],
  "positions_angstrom": [[-0.992558, 0.236206, -0.384593], [-0.133701, 0.309083, 1.988207], [0.864223, 1.831171, 0.280573], [0.310188, 0.552458, 0.643300], [2.298931, -2.677868, -0.989817], [-0.820992, 0.340678, -1.376554], [-1.526091, -0.591728, -0.161115]],
  "atomic_forces_ev_per_a": [[0.198, 0.371, 0.377], [-0.227, -0.294, 0.072], [-0.035, -0.103, -0.326], [-0.289, -0.059, -0.488], [-0.075, 0.125, 0.062], [0.282, 0.076, 0.105], [0.146, -0.116, 0.198]],
  "charge": 0,
  "e_homo_ev": [-10.59, -9.75],
  "largest_force_ha_per_bohr": 0.0111,
  "lumo_energy_ha": [-0.0785, -0.1306]
}

Record 2
{
  "formula": "H2INS",
  "method": "the ωB97M-V functional and the def2-TZVPD basis",
  "elements": ["N", "S", "I", "H", "H"],
  "positions_angstrom": [[0.419591, -0.546749, -0.012266], [0.787134, 0.841568, 0.748554], [-0.372972, -0.555881, -1.866966], [-0.882436, -1.544419, 1.004187], [0.048683, 1.805481, 0.126491]],
  "atomic_forces_ev_per_a": [[-0.666, -1.205, 0.778], [-0.006, 0.639, -0.136], [-0.060, 0.207, -0.117], [0.693, 0.583, -0.623], [0.040, -0.225, 0.098]],
  "charge": 0,
  "e_homo_ev": [-8.67, -9.13],
  "largest_force_ha_per_bohr": 0.0308,
  "lumo_energy_ha": [-0.0329, -0.0425]
}